1.
Below is a structure of composition C32H88Cu2N8O12S in a non-equilibrium geometry, with properties calculated with ωB97M-V/def2-TZVPD.

Atoms and positions in Å:
Cu -2.1823 -0.1856 2.6118
Cu 1.5250 1.8067 -1.4664
S 0.0886 0.6044 0.9817
O -0.0452 0.6121 2.4223
O -1.1809 0.2759 0.3564
O 0.5329 1.9358 0.5599
O 1.1269 -0.3308 0.5035
C -6.2597 0.3172 0.8699
C -4.9446 -0.2645 0.4505
C -4.8806 -0.3684 -1.1230
O -5.8950 -1.1909 -1.6812
C -5.9022 -1.3549 -3.0952
N -3.7727 0.5591 0.8630
H -6.3454 1.3614 0.5694
H -6.2982 0.2855 1.9587
H -7.0920 -0.1969 0.3892
H -4.7910 -1.2522 0.8852
H -3.8621 -0.6016 -1.4337
H -5.0046 0.6333 -1.5343
H -6.8457 -1.7806 -3.4370
H -5.0669 -1.9592 -3.4490
H -5.9250 -0.4135 -3.6442
H -3.7836 1.5545 0.6919
H -2.8857 0.3025 0.4539
C -3.5692 3.4112 -2.3512
C -3.4193 4.1470 -1.0101
C -4.7285 4.6025 -0.2877
O -5.3248 5.7678 -0.9556
C -6.6454 5.9775 -0.5377
N -2.7595 3.1920 -0.1460
H -4.1924 3.9885 -3.0341
H -4.0147 2.4326 -2.1722
H -2.6106 3.1578 -2.8040
H -2.7469 4.9725 -1.2436
H -4.3940 4.8941 0.7079
H -5.2563 3.6514 -0.2174
H -7.0209 6.8253 -1.1108
H -6.8570 6.1284 0.5209
H -7.3514 5.1820 -0.7761
H -1.8215 2.9422 -0.4253
H -2.6205 3.7156 0.7064
C 0.5186 -1.0114 -2.7661
C -0.5236 0.0733 -3.2170
C -1.7887 -0.5378 -3.8093
O -2.8271 0.4516 -4.1000
C -2.6050 1.4013 -5.1528
N -0.7084 1.0484 -2.1632
H 0.1595 -1.5735 -1.9041
H 1.4425 -0.5488 -2.4190
H 0.7711 -1.6423 -3.6184
H -0.0601 0.6231 -4.0362
H -2.2666 -1.2306 -3.1168
H -1.5716 -1.0649 -4.7383
H -1.7804 2.0205 -4.7996
H -3.4616 1.9886 -5.4833
H -2.3389 0.7898 -6.0149
H -0.7504 0.5454 -1.2884
H -1.6674 1.3653 -2.1703
C -0.9602 -5.2240 -0.0020
C -1.3909 -3.8864 -0.6446
C -2.8300 -3.9415 -1.1580
O -3.0178 -4.9391 -2.2502
C -4.4070 -5.2056 -2.4617
N -1.1485 -2.8217 0.2795
H -1.2601 -6.0365 -0.6637
H -1.5839 -5.3874 0.8769
H 0.1012 -5.3889 0.1834
H -0.7601 -3.6904 -1.5117
H -3.0478 -2.9538 -1.5643
H -3.5287 -4.2336 -0.3740
H -4.4509 -5.9893 -3.2180
H -4.9242 -4.3797 -2.9499
H -5.0238 -5.4596 -1.5997
H -0.2064 -3.1212 0.4864
H -1.1277 -1.8840 -0.0952
C 3.5050 -1.2293 4.6723
C 2.1501 -1.0984 4.0708
C 1.2888 -2.2741 4.4741
O 1.7492 -3.4214 3.7313
C 1.4962 -4.6653 4.4477
N 1.5005 0.1171 4.5436
H 3.4643 -1.2848 5.7601
H 4.1134 -0.3435 4.4897
H 4.0766 -2.0661 4.2708
H 2.2311 -1.1931 2.9879
H 0.2605 -2.0466 4.1932
H 1.2468 -2.4804 5.5435
H 2.1044 -5.4112 3.9360
H 0.4294 -4.8690 4.5410
H 1.8188 -4.6614 5.4889
H 2.0756 0.8277 4.1142
H 0.6793 0.2536 3.9718
C 4.9191 0.7024 0.9438
C 4.6087 1.2488 -0.4401
C 5.7606 1.1170 -1.4492
O 5.4017 1.8685 -2.5895
C 6.3741 1.7000 -3.6412
N 3.4807 0.4584 -0.9263
H 5.8375 1.2040 1.2488
H 5.0391 -0.3785 1.0179
H 4.1110 1.0876 1.5656
H 4.2793 2.2746 -0.2747
H 5.8555 0.0901 -1.8021
H 6.7253 1.3922 -1.0229
H 6.2819 0.6838 -4.0243
H 7.3769 1.8484 -3.2404
H 6.1931 2.4539 -4.4074
H 2.8106 0.2472 -0.2007
H 3.8187 -0.4181 -1.2974
C 3.8595 -4.2870 1.2809
C 3.1179 -2.9866 0.7794
C 3.3746 -2.8053 -0.6509
O 4.7476 -2.5870 -1.0007
C 5.0102 -2.7072 -2.3734
N 1.6784 -3.0882 1.0521
H 4.9430 -4.1793 1.3308
H 3.6535 -5.1160 0.6037
H 3.5517 -4.6186 2.2725
H 3.5871 -2.1175 1.2406
H 2.8808 -1.8929 -0.9853
H 2.8416 -3.5467 -1.2461
H 4.6890 -3.6798 -2.7461
H 6.0773 -2.5556 -2.5363
H 4.6115 -1.9038 -2.9928
H 1.4067 -2.1181 0.9800
H 1.7138 -3.3292 2.0323
C 1.6686 4.3158 4.3233
C 1.5058 4.0560 2.8509
C 2.6772 3.1925 2.2954
O 3.9433 3.7333 2.6540
C 4.2154 4.9171 1.8981
N 0.1990 3.4591 2.6917
H 0.8385 4.8549 4.7799
H 2.6001 4.8229 4.5747
H 1.7806 3.3752 4.8626
H 1.4542 4.9916 2.2941
H 2.5839 3.0872 1.2145
H 2.5927 2.2267 2.7934
H 5.2152 5.2452 2.1823
H 3.5019 5.7409 1.9160
H 4.2366 4.5979 0.8561
H 0.1023 2.5994 3.2128
H 0.1249 3.0758 1.7602

## Properties
molar mass: 936.26 g/mol
maximum force: 3.40 eV/Å
HOMO-LUMO gap: 7.55 eV
ΔE to the lowest compared entry with this formula, charge and spin: 156.2 kJ/mol
HOMO level: -8.24 eV

Löwdin atomic charge list, values in e, 99 entries:
1 Cu 0.5809
2 Cu 0.4976
3 S 0.2795
4 O -0.3452
5 O -0.3930
6 O -0.3706
7 O -0.3456
8 C -0.0555
9 C -0.3735
10 C -0.1849
11 O -0.1797
12 C -0.0989
13 N 0.0579
14 H 0.0714
15 H 0.0797
16 H 0.0848
17 H 0.1319
18 H 0.0993
19 H 0.1051
20 H 0.0854
21 H 0.0736
22 H 0.0821
23 H 0.0396
24 H -0.0052
25 C -0.0527
26 C -0.4140
27 C -0.1395
28 O -0.1594
29 C -0.1477
30 N 0.0395
31 H 0.0858
32 H 0.0559
33 H 0.0570
34 H 0.1352
35 H 0.1214
36 H 0.1147
37 H 0.0872
38 H 0.0839
39 H 0.0797
40 H 0.0661
41 H 0.0835
42 C -0.0185
43 C -0.4032
44 C -0.1430
45 O -0.2374
46 C -0.0873
47 N 0.0794
48 H 0.0611
49 H 0.0416
50 H 0.0885
51 H 0.1210
52 H 0.1073
53 H 0.1267
54 H 0.0766
55 H 0.0901
56 H 0.0842
57 H 0.0056
58 H 0.0558
59 C -0.0454
60 C -0.4589
61 C -0.1434
62 O -0.1905
63 C -0.1205
64 N 0.0638
65 H 0.0688
66 H 0.0789
67 H 0.0664
68 H 0.1240
69 H 0.0979
70 H 0.1207
71 H 0.0840
72 H 0.0632
73 H 0.0847
74 H 0.0170
75 H 0.0286
76 C -0.0553
77 C -0.4587
78 C -0.1716
79 O -0.2442
80 C -0.0587
81 N 0.0693
82 H 0.0851
83 H 0.0759
84 H 0.0817
85 H 0.1180
86 H 0.1172
87 H 0.1256
88 H 0.0827
89 H 0.0885
90 H 0.0811
91 H 0.0421
92 H 0.0113
93 C -0.0296
94 C -0.3752
95 C -0.1918
96 O -0.1919
97 C -0.0821
98 N 0.0700
99 H 0.0859

2.
Below is the molecule C2H6N2O2S in a non-equilibrium geometry, with properties calculated with ωB97M-V/def2-TZVPD.

Atoms and positions in Å:
C -0.2948 0.7078 -0.1360
C 1.6459 -1.0747 -0.3783
N -0.5467 1.8472 0.2838
N 1.1462 0.2676 -0.2173
O -2.8258 0.3166 -0.4699
O -1.3620 -1.2426 1.0086
S -1.4967 -0.6256 -0.3466
H 2.6538 -1.1502 -0.4400
H 1.0781 -1.6722 -1.0993
H 1.3068 -1.4887 0.6397
H 0.1798 2.4913 0.5465
H -3.1757 0.6664 0.3360
H 1.6910 0.9571 0.2728

## Properties
molar mass: 122.15 g/mol
maximum force: 6.13 eV/Å
HOMO-LUMO gap: 9.79 eV
ΔE to the lowest compared entry with this formula, charge and spin: 266.9 kJ/mol
HOMO level: -8.98 eV

In elementary charge units, the natural (NBO) charges are:
1 C 0.2168
2 C -0.4186
3 N -0.6823
4 N -0.6529
5 O -0.8756
6 O -0.9233
7 S 1.4795
8 H 0.2104
9 H 0.2041
10 H 0.1944
11 H 0.3594
12 H 0.5086
13 H 0.3795

3.
Below is the molecule C5H8N2 in a non-equilibrium geometry, with properties calculated with ωB97M-V/def2-TZVPD.

Atoms and positions in Å:
C 1.7743 0.7943 -0.8807
N 0.7546 0.1024 -0.1024
C -0.5845 0.5261 -0.6692
C -1.7179 -0.1014 0.0317
C -1.5338 -0.9241 1.1206
C -0.2599 -1.2776 1.6430
N 1.0814 -0.5627 0.9109
H 2.7385 0.7634 -0.4887
H 2.1014 0.3130 -1.8458
H 1.6433 1.9364 -0.9678
H -0.7995 0.3007 -1.6893
H -0.4226 1.5911 -0.6231
H -2.6096 0.0231 -0.4501
H -2.2970 -1.4537 1.7163
H 0.1312 -2.0310 2.2945

## Properties
molar mass: 96.13 g/mol
maximum force: 7.23 eV/Å
HOMO-LUMO gap (spin up / spin down): 7.82 / 6.76 eV
ΔE to the lowest compared entry with this formula, charge and spin: 511.5 kJ/mol
structure (SMILES): CN1CC=CC=N1
HOMO level (spin up / spin down): -6.95 / -6.53 eV

In elementary charge units, the natural (NBO) charges are:
1 C -0.4545
2 N -0.1416
3 C -0.2567
4 C -0.2587
5 C -0.2555
6 C -0.1804
7 N -0.1278
8 H 0.2287
9 H 0.2168
10 H 0.2058
11 H 0.1990
12 H 0.1789
13 H 0.2026
14 H 0.2281
15 H 0.2152

4.
Below is a structure of composition C28H34F6KN5O5S2 in a non-equilibrium geometry, with properties calculated with ωB97M-V/def2-TZVPD.

Atoms and positions in Å:
K 0.0238 0.8177 1.6341
F 1.1656 5.6260 1.9133
C -0.1261 5.3388 1.7251
F -0.2866 4.9433 0.4557
F -0.8371 6.4452 1.9201
S -0.6468 3.9828 2.8893
O 0.2064 2.8832 2.5148
O -0.4830 4.5491 4.1850
N -2.1523 3.7722 2.5449
S -2.7447 2.6939 1.5693
O -2.9502 3.1492 0.2315
O -2.1927 1.3763 1.7393
C -4.4358 2.5882 2.3242
F -5.0531 3.7653 2.3122
F -4.3451 2.1543 3.5872
F -5.1777 1.7186 1.6350
C 2.8678 -5.4539 -1.1029
C 2.0770 -4.5700 -2.0726
C 3.0643 -3.9593 -3.0742
C 1.0629 -5.4364 -2.8356
C 1.3057 -3.4861 -1.3305
C 0.8802 -3.6421 -0.0135
C 0.1753 -2.6188 0.6017
N -0.1452 -1.4793 0.0106
C 0.2259 -1.3268 -1.2588
C 0.9500 -2.2927 -1.9525
C -0.1570 -0.0607 -1.9260
C -0.5905 -0.0804 -3.2497
C -0.9702 1.1017 -3.8734
C -0.8853 2.2609 -3.1058
C -0.4444 2.1863 -1.7961
N -0.0830 1.0546 -1.2054
C -1.4958 1.1557 -5.2985
C -1.3519 -0.1848 -6.0209
C -0.7223 2.2166 -6.0916
C -2.9823 1.5358 -5.2462
H 3.4766 -6.1617 -1.6665
H 2.2147 -6.0357 -0.4535
H 3.5326 -4.8538 -0.4810
H 3.6640 -4.7520 -3.5223
H 3.7387 -3.2559 -2.5841
H 2.5572 -3.4405 -3.8863
H 1.5802 -6.2267 -3.3813
H 0.5022 -4.8352 -3.5517
H 0.3511 -5.8999 -2.1518
H 1.1002 -4.5364 0.5500
H -0.1441 -2.7204 1.6339
H 1.2534 -2.0836 -2.9666
H -0.6525 -1.0261 -3.7641
H -1.1753 3.2225 -3.5040
H -0.3911 3.0815 -1.1891
H -0.3120 -0.5124 -6.0518
H -1.7006 -0.0819 -7.0481
H -1.9494 -0.9646 -5.5479
H 0.3465 1.9995 -6.0915
H -0.8672 3.2144 -5.6794
H -1.0687 2.2301 -7.1256
H -3.5533 0.7861 -4.6983
H -3.3859 1.6071 -6.2573
H -3.1266 2.4955 -4.7520
C 2.5953 -2.5845 3.5235
C 2.4338 -1.0848 3.4207
O 2.1502 -0.5317 2.3688
N 2.6209 -0.4074 4.5783
C 2.2762 0.9919 4.7079
C 0.8717 1.2181 5.2076
C 0.6044 2.2186 6.1310
C -0.7091 2.4436 6.5083
C -1.7024 1.6513 5.9590
C -1.3356 0.6630 5.0589
N -0.0806 0.4444 4.6883
H 2.7860 -2.9905 2.5334
H 1.6643 -3.0075 3.9050
H 3.4012 -2.8632 4.2002
H 2.6971 -0.9476 5.4241
H 2.3715 1.4368 3.7157
H 2.9914 1.4871 5.3656
H 1.4073 2.8272 6.5226
H -0.9515 3.2357 7.2025
H -2.7431 1.7985 6.2076
H -2.0857 0.0266 4.6019

## Properties
molar mass: 737.83 g/mol
maximum force: 2.75 eV/Å
HOMO-LUMO gap: 9.33 eV
ΔE to the lowest compared entry with this formula, charge and spin: 42.2 kJ/mol
HOMO level: -9.12 eV

In elementary charge units, the Löwdin charges are:
1 K 0.8352
2 F 0.1370
3 C -0.6579
4 F 0.1215
5 F 0.1479
6 S 0.5855
7 O -0.4484
8 O -0.2494
9 N -0.2744
10 S 0.5879
11 O -0.2570
12 O -0.4349
13 C -0.6693
14 F 0.1470
15 F 0.1249
16 F 0.1394
17 C -0.0592
18 C -0.5566
19 C -0.0539
20 C -0.0367
21 C -0.1523
22 C -0.0037
23 C -0.1239
24 N 0.0854
25 C -0.2052
26 C 0.0454
27 C -0.2090
28 C 0.0463
29 C -0.1534
30 C 0.0064
31 C -0.1009
32 N 0.0927
33 C -0.5602
34 C -0.0649
35 C -0.0460
36 C -0.0367
37 H 0.0855
38 H 0.0758
39 H 0.0920
40 H 0.0856
41 H 0.0959
42 H 0.0746
43 H 0.0870
44 H 0.0864
45 H 0.0889
46 H 0.1046
47 H 0.1150
48 H 0.1112
49 H 0.1050
50 H 0.1142
51 H 0.1010
52 H 0.0886
53 H 0.0856
54 H 0.0842
55 H 0.0925
56 H 0.0765
57 H 0.0855
58 H 0.0923
59 H 0.0869
60 H 0.0834
61 C 0.0102
62 C -0.5306
63 O -0.0405
64 N 0.0694
65 C -0.1084
66 C -0.2789
67 C -0.0247
68 C -0.0595
69 C -0.0515
70 C -0.1303
71 N 0.1069
72 H 0.0754
73 H 0.0899
74 H 0.0798
75 H 0.1435
76 H 0.1240
77 H 0.1258
78 H 0.1165
79 H 0.1146
80 H 0.1066
81 H 0.1147

5.
Below is a cluster of 2 separate species, C3H3NO2 in total in a non-equilibrium geometry, with properties calculated with ωB97M-V/def2-TZVPD.

Atoms and positions in Å:
C 1.9339 -0.3637 -0.1654
C 0.7527 0.3204 -0.3530
C -2.1002 -0.6670 -0.2358
N 2.9635 -0.9031 -0.0132
O 0.4772 1.3367 0.5478
O -2.4197 -1.6584 0.2496
H 0.4504 0.5066 -1.4814
H -2.4124 0.4576 0.0268
H 0.3546 0.9709 1.4246

## Properties
molar mass: 85.06 g/mol
maximum force: 3.11 eV/Å
HOMO-LUMO gap (spin up / spin down): 7.38 / 8.96 eV
ΔE to the lowest compared entry with this formula, charge and spin: 511.5 kJ/mol
HOMO level (spin up / spin down): -8.54 / -9.20 eV

In elementary charge units, the natural (NBO) charges are:
1 C 0.1384
2 C 0.0548
3 C 0.3444
4 N -0.2617
5 O -0.6643
6 O -0.4495
7 H 0.2185
8 H 0.1269
9 H 0.4924

6.
Below is a cluster of 2 separate species, C2H3ClFNO in total in a non-equilibrium geometry, with properties calculated with ωB97M-V/def2-TZVPD.

Atoms and positions in Å:
C 2.3857 -1.4613 -0.1054
C -1.4449 0.2305 0.2227
N -0.2912 0.9797 0.5243
O 1.3364 -1.1154 0.2335
F 3.3124 -0.6646 -0.6562
Cl 0.0512 2.1921 -0.5669
H -1.6780 0.1550 -0.8901
H -1.2566 -0.8124 0.6025
H -2.4149 0.4964 0.6355

## Properties
molar mass: 111.50 g/mol
maximum force: 3.15 eV/Å
HOMO-LUMO gap (spin up / spin down): 7.72 / 9.33 eV
ΔE to the lowest compared entry with this formula, charge and spin: 472.9 kJ/mol
HOMO level (spin up / spin down): -9.37 / -9.90 eV

In elementary charge units, the natural (NBO) charges are:
1 C 0.8000
2 C -0.5120
3 N -0.2867
4 O -0.4825
5 F -0.3165
6 Cl 0.1453
7 H 0.1961
8 H 0.2278
9 H 0.2283

Q: The lowest molar mass belongs to which entry?
A: C3H3NO2

Q: The highest maximum force belongs to which entry?
A: C5H8N2

Q: Which of these has the lowest molar mass?
A: C3H3NO2